Record 1
Formula: C17H23N3O
Source: the OMol25 dataset
Level of theory: ωB97M-V/def2-TZVPD

The geometry in XYZ format:
```
44
Properties=species:S:1:pos:R:3:forces:R:3
O 2.383278 0.701023 2.194605 0.343 -0.111 0.401
H 2.950844 -0.068826 2.310676 0.015 0.104 0.038
C 1.548129 0.473487 1.087218 -0.395 -0.068 -0.432
C 0.581068 -0.714035 1.261788 0.074 -0.027 0.149
C -0.411735 -0.694979 0.093335 0.246 0.074 0.025
N -1.223248 0.504619 0.120728 -0.124 -0.064 -0.106
C -2.045812 0.537136 1.315358 0.045 0.268 0.244
C -1.157273 0.598021 2.550821 -0.129 -0.237 -0.049
C -0.196737 -0.585687 2.579624 0.053 0.206 -0.095
H 0.505430 -0.464739 3.406198 0.007 -0.112 0.008
H -0.763671 -1.505825 2.746028 -0.006 -0.082 0.010
H -0.593102 1.529451 2.538820 -0.032 0.105 0.044
H -1.779957 0.590051 3.447182 0.011 0.066 0.020
H -2.680061 1.425599 1.274373 -0.030 -0.080 0.008
H -2.701722 -0.354160 1.370458 -0.008 0.021 -0.045
C -2.007834 0.660147 -1.092113 0.126 -0.050 0.047
C -2.636796 2.008992 -1.147731 0.052 0.160 -0.094
C -2.080031 3.270347 -1.146223 -0.050 -0.309 -0.004
C -3.172622 4.146983 -1.196368 0.049 -0.272 0.002
N -4.311978 3.484941 -1.227264 -0.797 0.380 -0.011
N -3.976137 2.197694 -1.192071 0.332 -0.156 -0.027
H -4.694329 1.490689 -1.211756 0.092 0.124 0.005
H -3.169372 5.218430 -1.212657 -0.053 0.227 -0.006
H -1.039756 3.516064 -1.110096 0.261 0.001 0.024
H -2.794606 -0.115539 -1.179894 0.085 0.018 -0.035
H -1.326514 0.547436 -1.941766 -0.125 -0.081 0.042
H 0.141829 -0.712477 -0.849303 -0.055 -0.058 -0.029
H -1.043022 -1.603388 0.139519 0.030 -0.039 -0.040
C 1.352960 -2.057477 1.285673 -0.122 0.265 -0.111
C 2.199341 -2.310420 0.070752 0.044 -0.134 0.085
C 3.538451 -1.937773 0.038246 -0.050 -0.049 -0.030
C 4.309582 -2.151138 -1.090675 0.108 0.047 -0.014
C 3.754230 -2.748323 -2.208595 0.047 -0.015 -0.075
C 2.427224 -3.141618 -2.183550 -0.020 -0.025 -0.106
C 1.659804 -2.926596 -1.053011 0.026 0.004 0.026
H 0.628929 -3.249999 -1.039075 -0.123 -0.028 0.018
H 1.988973 -3.621128 -3.046771 -0.032 -0.041 -0.066
H 4.354305 -2.914619 -3.090753 0.050 -0.018 -0.066
H 5.347615 -1.852307 -1.095299 0.082 0.020 -0.003
H 3.994654 -1.485435 0.908426 0.034 0.053 0.102
H 1.981334 -2.076434 2.180352 -0.032 -0.062 0.054
H 0.621473 -2.863367 1.384605 0.006 -0.007 0.106
H 0.966486 1.386296 0.956277 0.078 -0.084 -0.053
H 2.144316 0.318024 0.176774 -0.116 0.064 0.039
```
Forces are in eV/Å.

Computed properties:
2S+1 ... 1

---

Record 2
Formula: C6H34O13
Source: the OMol25 dataset
Level of theory: ωB97M-V/def2-TZVPD

The geometry in XYZ format:
```
53
Properties=species:S:1:pos:R:3:forces:R:3
O -2.800849 0.634830 -1.256770 -0.206 -1.008 -1.698
C -2.976209 1.420310 -0.368545 0.233 -0.415 0.341
C -2.879173 1.010544 1.022743 -0.608 0.248 3.134
C -1.436558 0.676486 1.421997 0.367 -1.919 0.293
C -0.936381 -0.556339 0.614441 -0.670 0.137 -1.325
C 0.809011 -1.882784 1.694048 -2.607 -1.363 1.398
C 0.475214 -0.990781 0.819474 1.243 3.004 -2.567
H -3.144622 2.439251 -0.603735 -0.240 1.521 -0.246
H -3.256141 1.812682 1.741291 0.313 -0.936 -1.054
H -3.448744 0.082676 1.224473 -0.063 0.458 -0.330
H -1.349455 0.330079 2.485339 -0.600 0.495 -0.706
H -0.809348 1.522000 1.363596 0.849 0.917 -0.347
H -1.643443 -1.349461 0.861230 0.143 -0.359 0.348
H -1.090985 -0.468389 -0.493425 0.232 0.425 0.955
H 0.082675 -2.457121 2.308630 -0.323 0.795 -0.583
H 1.672589 -2.296680 2.007394 3.545 -0.701 0.139
H 1.249842 -0.399798 0.091477 -1.633 -1.690 2.140
H 0.483690 2.954233 0.481223 -3.575 -0.813 -6.162
H 1.708676 2.605374 1.131158 -0.322 0.588 0.556
O 0.858012 3.075377 1.251958 3.536 0.525 5.997
H 2.517657 -1.483124 4.305102 3.204 1.009 -1.862
H 1.121742 -0.989160 4.499582 -1.084 1.471 -0.632
O 1.741426 -1.633929 4.740685 -2.154 -2.449 2.648
H 3.250039 -0.862164 2.200918 0.404 0.397 -0.375
H 4.464867 -0.089269 2.836093 2.637 1.730 -1.180
O 3.724190 -0.587333 2.988714 -2.998 -2.061 1.384
H 0.858577 2.893845 -1.579757 -0.562 -0.348 0.502
H -0.295730 1.994697 -1.855387 -0.919 -1.331 -1.153
O -0.008116 2.604365 -1.213249 0.766 1.770 0.421
H 3.539281 2.640788 2.471389 0.223 0.664 0.208
H 3.808159 3.711065 1.212279 -0.982 -2.623 1.585
O 3.462073 2.790135 1.528482 1.284 1.727 -1.713
H -1.071868 0.611677 -4.212704 -4.049 -1.185 -0.957
H -0.090141 1.739757 -4.257754 0.225 1.443 -0.680
O -0.229650 0.853819 -3.998979 4.005 -0.051 1.747
H 1.327578 1.116927 -2.513806 0.335 -0.368 -0.070
H 2.496628 0.889602 -1.577835 0.827 -1.847 1.667
O 2.175745 1.469973 -2.217614 -0.785 2.272 -2.090
H 3.715031 -1.025806 -2.012120 0.600 -0.004 0.459
H 2.326257 -1.029056 -2.554637 0.693 -0.326 2.697
O 2.838632 -1.077597 -1.622388 -0.992 0.053 -2.722
H -3.363352 -2.671804 2.680849 1.703 1.145 1.591
H -1.880856 -2.267895 3.106987 -0.034 -0.174 -0.201
O -2.798027 -2.185483 3.382151 -1.684 -0.959 -1.492
H -4.616065 -2.775281 -0.298776 2.138 -0.308 0.159
H -3.129001 -2.321892 -0.476646 1.074 1.947 -0.830
O -3.647251 -3.019764 -0.165289 -3.214 -1.547 0.742
H 1.704376 -2.399931 -3.986511 -0.118 -0.443 -0.054
H 0.542481 -1.340010 -4.051374 1.141 0.034 0.152
O 1.508221 -1.469210 -3.900415 -1.021 0.416 -0.422
H -2.693352 -0.294597 -3.033327 0.561 -0.540 -4.053
H -2.342092 -1.460121 -4.112507 -0.253 0.816 -0.073
O -2.525240 -0.495719 -4.110137 -0.584 -0.239 4.315
```
Forces are in eV/Å.

Computed properties:
2S+1 ... 1

---

Record 3
Formula: C17H18N2O4S
Source: the OMol25 dataset
Level of theory: ωB97M-V/def2-TZVPD

The geometry in XYZ format:
```
42
Properties=species:S:1:pos:R:3:forces:R:3
C -1.090105 -5.451460 -3.258218 -0.155 -0.162 0.075
H -0.966861 -6.330786 -3.889067 -0.057 0.034 0.079
O -0.117465 -4.536883 -3.701230 0.273 0.428 0.011
C -0.046876 -3.305989 -3.105083 0.063 -0.017 -0.118
C -0.861670 -2.928490 -2.041478 0.002 -0.089 -0.088
C -0.749219 -1.690606 -1.441419 0.141 0.149 -0.016
C 0.199445 -0.781813 -1.894178 -0.104 -0.507 -0.192
C 1.005155 -1.140589 -2.967727 -0.149 -0.133 0.069
C 0.899644 -2.380471 -3.587662 -0.023 0.041 0.047
O 1.777808 -2.555484 -4.615638 -0.042 0.136 0.362
C 1.654963 -3.637651 -5.512066 0.070 -0.320 -0.375
H 1.873110 -4.592241 -5.029654 -0.021 0.100 -0.080
H 0.660217 -3.677857 -5.960904 0.062 -0.005 0.020
H 2.395003 -3.445299 -6.289001 -0.067 -0.028 0.032
H 1.727131 -0.456975 -3.386749 0.081 0.079 -0.069
C 0.329826 0.529417 -1.243090 0.206 0.839 0.324
N -0.708341 0.954114 -0.622741 -1.173 -0.289 0.358
O -0.536704 2.231800 -0.012410 1.153 -0.369 -1.040
C -1.356004 2.485392 1.004725 -0.502 0.122 0.602
O -2.165796 1.739212 1.479504 0.069 -0.011 -0.143
C -1.079385 3.889606 1.512664 0.416 -0.169 0.220
H -1.009426 4.582024 0.674708 -0.058 0.008 0.043
H -1.848203 4.206244 2.214366 -0.046 -0.059 -0.128
S 0.550653 3.983512 2.333428 -0.077 0.097 -0.092
C 0.215682 3.501033 4.008671 -0.067 0.069 -0.314
C -0.870941 2.721556 4.375461 -0.020 0.000 0.047
C -1.050295 2.396852 5.709860 -0.036 -0.009 0.077
C -0.152515 2.828326 6.670326 -0.023 -0.035 0.090
C 0.940636 3.592759 6.294056 0.045 -0.022 0.050
C 1.125178 3.932999 4.968375 -0.025 -0.032 -0.124
H 1.968363 4.533972 4.663091 0.095 0.112 0.022
H 1.648340 3.931823 7.036003 0.056 0.029 0.062
H -0.301339 2.568556 7.707673 -0.009 -0.020 0.083
H -1.900205 1.793920 5.992989 -0.070 -0.056 0.040
H -1.571368 2.354093 3.642886 -0.055 -0.028 -0.098
N 1.497282 1.207340 -1.365769 0.193 0.276 -0.020
H 2.324765 0.726456 -1.668264 -0.047 -0.020 0.094
H 1.611881 2.044527 -0.818553 0.023 -0.060 -0.018
H -1.388111 -1.415608 -0.619458 -0.080 -0.001 0.109
H -1.598549 -3.617823 -1.663003 -0.053 -0.092 0.014
H -2.102932 -5.056311 -3.382994 0.037 -0.008 0.022
H -0.932771 -5.733196 -2.212431 -0.023 0.022 -0.037
```
Forces are in eV/Å.

Computed properties:
2S+1 ... 1

---

Record 4
Formula: C31H34GdN3O6P
Source: the OMol25 dataset
Level of theory: ωB97M-V/def2-TZVPD

The geometry in XYZ format:
```
76
Properties=species:S:1:pos:R:3:forces:R:3
Gd -0.844965 -0.061424 1.548608 2.515 0.315 -2.183
O -2.264294 -4.100564 2.157576 0.006 -0.134 0.045
C -1.389391 -3.238634 2.630372 0.080 0.057 0.026
O -0.656725 -2.564103 1.930204 -0.008 -0.184 -0.105
C -1.395425 -3.165478 4.152277 -0.174 0.206 -0.021
O -1.582180 -1.842949 4.611301 0.011 -0.073 -0.014
C -2.880468 -1.277276 4.373930 0.126 -0.034 -0.050
C -2.706736 -0.507164 3.076107 -1.148 0.040 0.854
O -2.160519 0.635721 3.137837 -1.141 0.342 1.126
O -2.863619 -1.096787 1.978387 -0.622 -0.142 0.221
H -2.278984 -4.063259 1.188932 0.058 0.020 -0.070
H -0.412132 -3.472385 4.502817 0.058 -0.045 0.019
H -2.154052 -3.840753 4.547599 -0.049 -0.020 0.020
H -3.092475 -0.600963 5.196099 0.007 -0.003 0.042
H -3.646533 -2.047988 4.293441 -0.030 -0.025 -0.018
N 2.349889 -1.780470 1.014394 0.075 0.131 0.130
C 2.277214 -1.360137 2.306522 -0.033 0.020 -0.072
C 3.239576 -1.764308 3.245654 0.088 -0.060 0.036
C 3.141688 -1.310873 4.536585 0.007 0.013 0.001
C 2.103354 -0.445239 4.893450 0.083 -0.047 0.071
C 1.215780 -0.083511 3.917279 0.057 -0.007 -0.072
N 1.279182 -0.534486 2.646846 0.516 -0.029 0.151
H 3.000276 -2.499489 0.759212 0.006 -0.043 -0.013
H 1.621402 -1.570521 0.355733 -0.083 -0.024 -0.091
H 4.045571 -2.417534 2.936294 -0.028 0.007 0.025
H 3.874640 -1.613777 5.273933 -0.011 -0.011 -0.031
H 2.000760 -0.066707 5.899281 0.000 0.020 -0.017
H 0.412915 0.610245 4.133383 -0.082 -0.004 0.003
N -0.648982 0.632043 -0.470665 -0.170 0.055 0.273
P -0.276201 0.289491 -1.941299 0.149 -0.232 -0.592
C -1.669483 0.315952 -3.099789 -0.114 0.097 0.185
C -2.926327 0.642002 -2.597530 0.040 -0.019 -0.127
C -4.026714 0.679475 -3.446075 0.052 -0.007 -0.005
C -3.867979 0.393621 -4.793965 -0.024 0.003 0.017
C -2.614309 0.066942 -5.298540 0.043 -0.005 -0.002
C -1.516169 0.026961 -4.454418 0.022 -0.060 -0.002
C 0.462012 -1.362821 -2.188105 -0.114 -0.058 0.150
C -0.088849 -2.412668 -1.449010 0.162 0.028 -0.178
C 0.406001 -3.701630 -1.574018 0.003 0.008 -0.018
C 1.456225 -3.955249 -2.448187 -0.004 -0.010 0.010
C 1.999017 -2.921359 -3.198187 0.027 -0.017 -0.011
C 1.503146 -1.629678 -3.072327 0.019 0.041 -0.012
C 0.945581 1.445430 -2.611200 -0.027 0.115 0.135
C 2.243436 1.408475 -2.095790 -0.018 0.036 -0.026
C 3.168161 2.375526 -2.456847 -0.037 -0.047 0.021
C 2.798262 3.394480 -3.327612 -0.009 0.011 -0.020
C 1.508284 3.443486 -3.835216 0.011 0.000 0.012
C 0.579888 2.474234 -3.475734 0.049 -0.055 -0.005
H -3.023622 0.866722 -1.543849 -0.032 0.015 0.043
H -5.004750 0.934090 -3.058610 0.020 -0.004 0.013
H -4.723687 0.423792 -5.457090 0.026 -0.001 0.018
H -2.496102 -0.156370 -6.350885 0.006 -0.001 0.012
H -0.538627 -0.232325 -4.848450 -0.041 0.010 -0.009
H -0.918293 -2.208080 -0.787666 -0.116 -0.025 0.113
H -0.025879 -4.513802 -1.001505 0.006 0.031 0.001
H 1.844630 -4.961103 -2.549857 -0.009 0.033 -0.004
H 2.813086 -3.121844 -3.883887 -0.030 0.019 0.017
H 1.934197 -0.826749 -3.658917 0.005 -0.046 0.015
H 2.526562 0.617622 -1.408010 0.024 0.024 -0.005
H 4.174775 2.337850 -2.060157 -0.013 0.001 -0.008
H 3.519435 4.150972 -3.610963 -0.020 -0.019 0.011
H 1.221136 4.239578 -4.509710 0.000 -0.010 0.004
H -0.428213 2.519152 -3.868748 0.015 0.017 0.006
C -1.001340 3.836274 0.788723 0.101 -0.022 0.019
C 0.454667 3.804953 0.294806 -0.046 -0.027 0.053
C 1.129404 2.759531 1.198020 -0.052 0.010 0.023
O 0.106333 2.263308 2.096809 -0.315 -0.145 -0.063
C -0.862902 3.330787 2.212430 0.150 0.111 -0.101
H -1.602270 3.135315 0.212027 -0.067 -0.011 -0.048
H -1.453373 4.825382 0.734116 0.024 -0.005 0.009
H 0.926740 4.777156 0.432585 0.017 0.005 -0.040
H 0.527500 3.529871 -0.756055 -0.013 0.015 0.014
H 1.923625 3.199288 1.802053 0.040 -0.010 0.050
H 1.520605 1.908752 0.647860 0.014 -0.055 -0.030
H -0.445631 4.102592 2.865259 -0.006 0.009 0.057
H -1.766755 2.933386 2.660132 -0.032 -0.088 0.016
```
Forces are in eV/Å.

Computed properties:
Total charge ... +1
2S+1 ... 8
⟨S²⟩ ... 16.042

---

Record 5
Formula: C3H11NO
Source: the OMol25 dataset
Level of theory: ωB97M-V/def2-TZVPD

The geometry in XYZ format:
```
16
Properties=species:S:1:pos:R:3:forces:R:3
C 0.476479 -2.838590 0.714196 2.777 -3.214 1.539
O -0.449625 -2.175043 0.137532 -2.821 3.494 -2.615
H 0.072573 -3.263592 1.712585 1.246 0.496 -0.443
H 0.822844 -3.835235 0.165474 -0.412 1.171 0.505
H 1.481167 -2.268488 0.796926 -0.765 -0.642 0.633
C 0.289276 2.101474 0.574373 -0.017 -2.229 0.101
C -0.086816 1.588893 -0.933187 2.162 -1.350 3.041
N -0.884662 0.291140 -0.725992 -1.968 5.896 -0.485
H 0.775683 3.021133 0.501890 -0.145 2.206 -0.264
H -0.611424 2.091526 1.318273 1.637 0.162 -1.635
H 1.191484 1.599655 1.091820 -1.786 -0.423 -1.031
H -0.558053 2.345156 -1.492679 -1.608 0.665 -0.268
H 0.796070 1.386577 -1.610502 -0.637 -0.340 1.325
H -0.429858 -0.446754 -0.284336 1.659 -3.796 2.843
H -1.030415 -0.079664 -1.586640 -0.668 -1.720 -3.524
H -1.854722 0.481811 -0.379734 1.345 -0.376 0.278
```
Forces are in eV/Å.

Computed properties:
2S+1 ... 1

---

Number 1: DFT total energy -901.0898 hartree. Number 2: DFT total energy -1226.9928 hartree. Number 3: DFT total energy -1467.2056 hartree. Number 4: DFT total energy -2924.3423 hartree. Number 5: DFT total energy -250.7409 hartree.